Entry 1:
{
  "formula": "C4H24NO8",
  "method": "the ωB97M-V functional and the def2-TZVPD basis",
  "charge": 1,
  "de_lowest_kj_mol": 81.7,
  "lumo_energy_ev": -2.482,
  "elements": ["O", "C", "C", "N", "C", "C", "H", "H", "H", "H", "H", "H", "H", "H", "H", "H", "H", "H", "O", "H", "H", "O", "H", "H", "O", "H", "H", "O", "H", "H", "O", "H", "H", "O", "H", "H", "O"],
  "xyz": [[0.95406, -0.03969, -2.30392], [1.66966, 0.46468, -1.45745], [0.96218, 1.01265, -0.22410], [-0.48309, 0.54800, -0.09876], [-0.65100, -0.79194, 0.51178], [0.94117, 2.48781, -0.64576], [2.68845, 0.84845, -1.66016], [1.53418, 0.91453, 0.66108], [-0.89882, 1.26772, 0.59483], [-1.01984, 0.59663, -0.97942], [-0.36321, -1.60622, -0.20304], [-1.68676, -0.86406, 0.81368], [-0.12557, -0.73710, 1.51978], [0.51668, 2.61901, -1.66633], [2.13031, 2.73113, -0.55139], [0.47864, 3.07913, 0.13958], [-0.65883, -1.00443, -2.72776], [-2.09471, -1.35972, -3.09486], [-1.52095, -1.15384, -2.35333], [-1.29213, -3.56103, -1.84543], [0.05526, -3.18062, -2.20072], [-0.39801, -3.51659, -1.42071], [-2.74592, 2.04886, 1.81505], [-2.16583, 1.23329, 2.91783], [-2.12689, 1.34009, 1.89269], [2.00188, -3.86762, 1.15974], [1.02037, -3.24575, 0.13017], [1.61418, -3.05899, 0.84752], [1.05332, 0.34882, 2.87141], [0.88411, 1.65535, 3.57189], [0.38564, 1.00041, 3.12725], [3.03619, -0.84775, 2.42108], [2.13092, -1.62516, 1.56584], [2.38873, -0.69856, 1.74896], [-3.33489, 2.41784, -1.05397], [-2.28938, 2.53381, -2.31320], [-2.59007, 2.01086, -1.50985]],
  "forces_ev_per_a": [[1.5, -0.2, 0.1], [-2.2, 0.0, -0.3], [-0.8, 0.6, -2.1], [1.0, 1.1, 1.3], [0.6, -0.2, 1.3], [3.0, 0.3, 0.7], [0.0, -0.6, 0.2], [0.0, -0.4, 1.0], [0.2, -1.5, -1.1], [0.3, 0.1, 0.1], [-0.2, 0.9, 1.0], [-0.3, -0.2, -0.4], [-0.3, -0.5, -1.7], [0.4, 0.2, 0.9], [-2.9, 0.1, -0.8], [-0.3, 0.2, -0.2], [0.7, 0.3, -0.2], [-0.2, 0.1, -0.1], [-0.8, -0.1, 0.1], [0.7, -0.1, 1.2], [0.7, 0.0, 0.1], [-1.0, -0.3, -1.1], [-0.8, 0.9, -0.6], [0.7, -0.1, -2.6], [-0.2, -0.5, 3.2], [0.1, -0.7, 0.0], [-0.6, -0.5, -0.6], [0.4, 0.7, 0.6], [0.1, -0.2, -0.1], [0.7, 1.2, 0.9], [-0.6, -1.0, -0.7], [1.0, 0.3, 0.8], [-0.4, 0.1, -0.6], [-0.4, -0.1, 0.1], [0.1, 0.3, -0.6], [-1.2, -0.7, 1.7], [1.1, 0.4, -1.2]]
}

=====

Entry 2:
{
  "formula": "C9H11NO2",
  "method": "the ωB97M-V functional and the def2-TZVPD basis",
  "charge": 0,
  "de_lowest_kj_mol": 741.2,
  "lumo_energy_ev": [0.333, 0.334],
  "elements": ["C", "C", "C", "C", "C", "C", "C", "C", "C", "N", "O", "O", "H", "H", "H", "H", "H", "H", "H", "H", "H", "H", "H"],
  "xyz": [[3.14167, 0.53459, 0.24453], [2.74645, -0.53185, 1.14243], [2.22354, 1.19220, -0.49767], [1.42639, -0.84437, 1.22830], [0.86438, 0.94234, -0.36648], [0.50385, -0.15578, 0.32134], [-0.90399, -0.66570, 0.34987], [-2.90194, 1.99931, 0.71989], [-0.66752, -2.39429, -1.29157], [-2.70511, 0.94631, -0.34232], [-3.73035, 0.43908, -0.75094], [-1.36938, -1.60924, -0.36030], [4.18611, 0.85573, -0.02742], [3.36037, -1.10218, 1.88219], [2.58010, 2.03271, -1.16163], [1.08424, -1.72441, 1.73780], [0.09329, 1.37727, -1.03071], [-2.48634, 2.98345, 0.38965], [-3.93044, 2.08397, 1.00383], [-2.30174, 1.56336, 1.46701], [-1.30493, -3.12836, -1.83327], [0.09102, -3.04554, -0.90130], [0.00031, -1.74860, -1.92323]],
  "forces_ev_per_a": [[2.0, -1.0, 0.5], [0.8, 0.8, 0.5], [0.0, 2.3, -0.7], [-1.2, 0.7, -2.5], [-0.7, 0.3, -2.0], [-1.0, -3.2, 1.7], [0.1, 1.6, 1.7], [0.2, 0.0, -1.5], [2.1, -0.4, -2.3], [-1.2, 0.6, -1.0], [1.2, 0.6, 0.7], [-0.6, -0.9, 0.2], [-0.9, -0.9, 1.1], [0.2, 0.8, -1.2], [-0.5, -1.1, 0.7], [-0.1, -0.1, 0.5], [0.7, 0.1, 0.5], [-0.2, -1.0, 0.1], [-0.6, 0.0, 0.1], [0.8, 0.0, 1.4], [-0.1, 1.3, 0.2], [0.3, -0.3, 1.4], [-1.2, -0.4, -0.1]]
}

=====

Entry 3:
{
  "formula": "C18H37NNbO6",
  "method": "the ωB97M-V functional and the def2-TZVPD basis",
  "charge": -1,
  "lumo_energy_ev": 1.876,
  "elements": ["C", "C", "C", "C", "Nb", "C", "C", "N", "H", "H", "H", "H", "H", "H", "H", "H", "H", "H", "H", "H", "H", "H", "H", "H", "H", "H", "H", "O", "C", "O", "C", "C", "C", "H", "H", "H", "H", "H", "H", "O", "C", "O", "C", "C", "C", "H", "H", "H", "H", "H", "H", "O", "C", "O", "C", "C", "C", "H", "H", "H", "H", "H", "H"],
  "xyz": [[-0.87120, -1.88446, 0.72446], [-0.46685, -0.40549, 0.14238], [-1.68895, 0.69103, 0.12573], [-1.16132, 2.17127, -0.44121], [-3.60470, -0.01935, -0.89399], [-5.68266, -0.69191, -1.67067], [-6.64442, -0.96184, -0.33626], [-7.19148, 0.38102, 0.14062], [-1.61296, -1.75300, 1.63318], [-1.34286, -2.61313, -0.09463], [0.13471, -2.35169, 1.16541], [0.35409, 0.03105, 0.89100], [0.07074, -0.43040, -0.91402], [-1.96724, 0.88796, 1.26990], [-0.98324, 2.17810, -1.60276], [-1.98784, 2.94978, -0.11434], [-0.16857, 2.39807, 0.18090], [-3.49399, 1.24537, -2.18893], [-2.73078, -1.16034, -1.99222], [-3.70313, -1.37068, 0.32242], [-4.52221, 1.12956, 0.22100], [-6.08495, 0.21804, -2.32793], [-5.59183, -1.63314, -2.36904], [-5.99799, -1.42235, 0.55140], [-7.54911, -1.66209, -0.59419], [-6.91925, 0.58722, 1.12666], [-6.82405, 1.15668, -0.48361], [1.35039, 2.27697, 1.94691], [1.65948, 3.42633, 2.21453], [2.36863, 4.24602, 1.38422], [2.64254, 5.47284, 2.05925], [1.60080, 5.57186, 3.14272], [1.36318, 4.12777, 3.50540], [3.65952, 5.42986, 2.46305], [2.57662, 6.30523, 1.35257], [1.91623, 6.18915, 3.98806], [0.67958, 6.00397, 2.73327], [2.06312, 3.77978, 4.27013], [0.33058, 3.95750, 3.81870], [0.15039, -7.71533, -2.89925], [0.45948, -6.56598, -2.63163], [1.16863, -5.74629, -3.46193], [1.44254, -4.51947, -2.78690], [0.40080, -4.42045, -1.70344], [0.16319, -5.86454, -1.34075], [2.45952, -4.56245, -2.38310], [1.37662, -3.68707, -3.49358], [0.71623, -3.80316, -0.85809], [-0.52042, -3.98834, -2.11289], [0.86312, -6.21253, -0.57603], [-0.86942, -6.03481, -1.02746], [4.35039, -1.73298, -0.79925], [4.65948, -0.58363, -0.53163], [5.36863, 0.23606, -1.36193], [5.64254, 1.46288, -0.68690], [4.60080, 1.56191, 0.39656], [4.36318, 0.11781, 0.75925], [6.65952, 1.41990, -0.28310], [5.57662, 2.29528, -1.39358], [4.91623, 2.17919, 1.24191], [3.67958, 1.99401, -0.01289], [5.06312, -0.23018, 1.52397], [3.33058, -0.05246, 1.07254]],
  "forces_ev_per_a": [[0.6, 0.1, 0.1], [0.6, 0.7, 0.5], [0.9, 0.5, 1.3], [0.0, -0.6, 1.2], [-0.2, 0.5, 0.1], [-0.9, -0.1, 0.5], [0.4, 0.3, -0.3], [0.5, 0.1, -0.4], [1.4, -0.3, -2.0], [1.0, 1.8, 1.9], [-2.1, 0.7, -1.0], [-1.6, -0.9, -1.5], [-1.3, -0.2, 2.0], [0.7, -0.4, -2.2], [-0.4, 0.1, 2.4], [1.7, -1.4, -1.0], [-2.0, -0.3, -1.7], [0.2, 0.2, -0.8], [0.4, -0.4, -0.5], [0.1, -0.7, 0.0], [-0.1, 0.4, 0.1], [0.4, -1.9, 1.4], [-0.2, 1.7, 1.3], [-1.4, 0.7, -2.1], [1.7, 1.2, 0.5], [0.0, -0.2, -1.5], [-0.4, -1.5, 1.4], [0.9, 2.1, 0.1], [-0.5, -2.4, -0.4], [-0.3, -0.6, 0.0], [0.3, 0.6, -0.2], [-0.3, 0.7, 0.5], [-0.4, 0.4, 0.2], [0.0, 0.0, 0.0], [0.1, -0.3, -0.1], [0.0, 0.0, -0.2], [0.2, 0.0, 0.1], [-0.1, -0.1, 0.0], [0.3, -0.3, 0.0], [0.6, 1.7, -0.1], [-0.2, -1.9, -0.4], [-0.5, -0.9, 0.1], [0.4, 0.8, 0.0], [-0.3, 0.8, 0.5], [-0.3, 0.4, 0.2], [-0.1, 0.0, 0.0], [0.1, -0.3, 0.0], [0.0, 0.0, -0.2], [0.2, 0.0, 0.1], [-0.1, -0.1, 0.0], [0.3, -0.3, 0.0], [0.7, 1.9, -0.1], [-0.4, -2.2, -0.3], [-0.3, -0.6, 0.0], [0.3, 0.6, -0.1], [-0.4, 0.7, 0.4], [-0.4, 0.4, 0.2], [0.0, 0.0, 0.0], [0.1, -0.3, -0.1], [0.0, 0.0, -0.2], [0.2, 0.0, 0.1], [-0.1, -0.1, 0.0], [0.2, -0.3, 0.0]]
}

=====

Entry 4:
{
  "formula": "C6H10O3",
  "method": "the ωB97M-V functional and the def2-TZVPD basis",
  "charge": 0,
  "de_lowest_kj_mol": 69.8,
  "smiles": "C=C(C(=O)O)C(C)(C)O",
  "lumo_energy_ev": 0.683,
  "elements": ["C", "C", "C", "C", "C", "C", "O", "O", "O", "H", "H", "H", "H", "H", "H", "H", "H", "H", "H"],
  "xyz": [[0.60623, -0.43125, -0.13597], [0.11172, -0.85482, -1.51783], [1.86677, 0.42094, -0.20357], [-1.16693, 1.30551, 0.02839], [-0.42703, 0.10005, 0.77237], [-0.82961, -0.15624, 2.01803], [1.01404, -1.71572, 0.61197], [-2.48764, 1.05274, -0.05325], [-0.67646, 2.32657, -0.39887], [0.27103, -2.33888, 0.55068], [-2.86724, 1.83819, -0.49766], [2.67609, -0.14482, -0.67667], [-0.82295, -1.42057, -1.44917], [-0.05809, 0.00839, -2.16864], [0.85020, -1.50743, -1.99452], [1.70673, 1.33777, -0.77820], [2.20955, 0.69290, 0.79940], [-1.63231, 0.40900, 2.48073], [-0.34410, -0.92233, 2.61277]],
  "forces_ev_per_a": [[1.3, -3.3, 1.6], [-0.2, 0.1, 0.0], [0.3, 0.0, 0.1], [0.5, -0.6, 1.1], [-2.2, 3.3, -1.1], [0.6, -0.3, -0.5], [0.1, 1.1, -1.2], [-0.1, 0.5, -0.3], [-0.1, -0.9, 0.2], [0.2, 0.4, -0.1], [0.0, -0.3, 0.2], [-0.2, 0.0, 0.0], [0.0, 0.1, 0.1], [0.0, 0.0, 0.1], [0.0, 0.2, 0.2], [-0.1, -0.2, 0.1], [-0.2, 0.0, -0.1], [0.1, -0.1, -0.2], [0.0, 0.0, -0.1]]
}